C54H77B3Br2N10O4 | ωB97M-V with the def2-TZVPD basis set

Computed properties:
SMILES: COCCCCCCCCCCB1OBOB(/C(Br)=C(\C)Br)O1.c1cc[nH]c1.c1cc[nH]c1.c1cc[nH]c1.c1cc[nH]c1.c1cc[nH]c1.c1cc[nH]c1.c1cc[nH]c1.c1cc[nH]c1.c1cc[nH]c1.c1cc[nH]c1
Max |F| (eV Å⁻¹): 4.9
DFT total energy (eV): -222448.3940
Lowest unoccupied orbital energy (eV): -0.94
Kohn-Sham gap (Ha): 0.2617
Highest occupied orbital energy (eV): -8.06

ORCA input file:
```
! RIJCOSX wB97M-V def2-TZVPD def2/J DEFGRID3
* xyz 0 1
Br 0.13 2.48 6.76
Br -2.18 1.32 4.61
O -0.79 -2.72 5.86
O -1.67 -4.27 4.07
O -2.30 -0.89 -3.96
O -0.92 -1.85 3.41
N 7.92 5.48 8.74
N 3.87 2.63 7.95
N 0.57 2.83 -1.54
N 1.08 -2.57 -12.69
N 0.44 -5.20 0.42
N -1.82 -0.11 -9.43
N -2.95 2.16 1.07
N 2.91 7.44 8.60
N -3.86 3.77 -5.15
N 2.68 -6.27 6.40
C 2.08 -7.45 6.06
C 2.07 -2.08 -14.62
C -4.90 -2.77 -0.64
C 4.04 -6.42 6.36
C -2.92 3.01 -0.98
C -4.77 -3.90 0.54
C 1.86 3.20 -3.32
C -6.42 -2.18 -0.88
C -2.75 1.61 -1.07
C 1.39 -3.76 -13.29
C 1.49 -1.54 -13.49
C -5.48 5.28 -4.99
C 0.85 -4.17 -0.39
C 3.07 -8.37 5.79
C -1.15 -0.35 -4.70
C -2.75 -2.18 -4.52
C 4.31 -7.71 5.98
C -0.83 -0.02 5.35
C -2.40 -3.27 1.69
C -5.50 -2.08 -4.81
C 0.21 0.49 6.31
C -4.03 -1.91 -5.51
C -0.94 0.53 -10.28
C 1.44 -4.72 -1.51
C -4.88 4.22 -4.35
C 4.75 3.27 7.10
C 1.25 2.22 -2.56
C 0.18 -1.03 -9.11
C 9.21 5.76 9.09
C 0.30 -0.03 -10.09
C -4.04 -3.37 1.92
C -5.68 -1.25 -3.38
C 9.43 5.29 10.37
C 8.22 4.69 10.80
C -4.80 5.47 -6.22
C -3.04 3.32 0.36
C 2.01 -3.49 -14.49
C 3.10 6.89 6.46
C 5.99 2.71 7.29
C 7.31 4.82 9.78
C 1.39 -0.42 6.99
C 5.87 1.71 8.27
C 3.07 6.39 7.74
C 0.75 -6.40 -0.18
C -1.15 -1.06 -8.72
C 1.37 -6.12 -1.38
C 4.54 1.68 8.66
C 0.74 4.19 -1.63
C -6.83 -1.94 -2.44
C 1.54 4.45 -2.73
C 2.82 8.60 7.89
C -3.81 4.52 -6.29
C -2.78 1.11 0.21
C 2.94 8.29 6.55
B -0.75 -4.05 5.23
B -0.84 -1.63 4.88
B -1.62 -3.13 3.14
H 1.14 -4.70 -12.81
H -2.80 0.10 -9.35
H 0.96 -1.67 -8.72
H 2.86 7.36 9.61
H 3.16 5.37 8.11
H -1.89 -2.65 -5.20
H -7.20 -2.95 -0.40
H 2.36 -0.45 6.31
H 2.50 -1.53 -15.44
H -0.79 0.62 -4.11
H -4.09 -4.77 0.10
H 8.04 4.21 11.76
H 1.21 0.26 -10.62
H -5.80 -4.38 0.86
H -1.66 -1.68 -8.00
H -5.09 3.75 -3.40
H 0.50 -7.34 0.29
H -3.25 2.99 -4.93
H 3.22 6.31 5.55
H -4.21 -4.21 2.75
H -2.63 1.03 -1.98
H -6.29 -1.59 -5.55
H 1.33 -0.51 -13.20
H 2.88 2.84 8.03
H 2.19 -5.41 6.64
H -3.98 -2.72 -6.37
H 1.67 0.10 8.03
H 1.06 -1.52 7.27
H 5.30 -8.14 5.86
H -2.69 0.10 0.58
H 10.35 5.36 10.92
H -1.49 0.03 -5.77
H -3.91 -0.87 -6.03
H -4.21 -1.82 -0.45
H -1.96 -4.26 1.19
H 4.69 -5.59 6.61
H -7.80 -1.25 -2.51
H 1.23 1.14 -2.67
H 0.70 -3.14 -0.09
H 1.00 -7.54 6.03
H -0.07 -4.97 5.59
H 2.46 3.03 -4.20
H 1.74 -6.86 -2.09
H -6.31 5.86 -4.61
H -2.95 -2.91 -3.63
H -1.28 1.32 -10.94
H -3.18 4.27 0.86
H -5.83 -3.21 -4.71
H 1.86 -4.16 -2.34
H 6.90 3.00 6.77
H 6.65 1.07 8.66
H -0.02 -5.10 1.31
H 9.87 6.28 8.40
H -4.51 -2.38 2.35
H 2.67 9.55 8.39
H -2.95 3.72 -1.80
H -6.10 -0.18 -3.69
H 4.03 1.06 9.38
H 2.92 -9.39 5.49
H -2.14 -2.32 1.01
H -3.08 4.32 -7.06
H -5.02 6.22 -6.97
H 2.91 9.00 5.73
H -4.52 -3.24 -1.65
H -7.19 -2.99 -2.89
H 7.48 5.71 7.86
H 6.28 4.50 9.70
H 4.41 4.06 6.44
H 0.28 4.86 -0.92
H -4.66 -1.05 -2.83
H -6.56 -1.16 -0.30
H 0.62 -2.47 -11.79
H 1.85 5.42 -3.07
H 0.04 2.36 -0.82
H 2.37 -4.23 -15.19
H -0.24 -1.08 -4.78
H -3.00 2.09 2.08
*
```